{
  "formula": "C43H98Cl4",
  "method": "ωB97M-V/def2-TZVPD",
  "smiles": "ClC(Cl)(Cl)Cl.CCCCCC.CCCCCC.CCCCCC.CCCCCC.CCCCCC.CCCCCC.CCCCCC",
  "energy_ha": -3537.83419,
  "spin_multiplicity": 1,
  "symbols": ["Cl", "C", "Cl", "Cl", "Cl", "C", "C", "C", "C", "C", "C", "H", "H", "H", "H", "H", "H", "H", "H", "H", "H", "H", "H", "H", "H", "C", "C", "C", "C", "C", "C", "H", "H", "H", "H", "H", "H", "H", "H", "H", "H", "H", "H", "H", "H", "C", "C", "C", "C", "C", "C", "H", "H", "H", "H", "H", "H", "H", "H", "H", "H", "H", "H", "H", "H", "C", "C", "C", "C", "C", "C", "H", "H", "H", "H", "H", "H", "H", "H", "H", "H", "H", "H", "H", "H", "C", "C", "C", "C", "C", "C", "H", "H", "H", "H", "H", "H", "H", "H", "H", "H", "H", "H", "H", "H", "C", "C", "C", "C", "C", "C", "H", "H", "H", "H", "H", "H", "H", "H", "H", "H", "H", "H", "H", "H", "C", "C", "C", "C", "C", "C", "H", "H", "H", "H", "H", "H", "H", "H", "H", "H", "H", "H", "H", "H"],
  "positions_angstrom": [[-0.443417, 0.274376, 2.084679], [-0.581781, -0.548943, 0.540122], [0.710200, -1.756768, 0.481921], [-2.153885, -1.392780, 0.442350], [-0.566365, 0.710296, -0.754173], [2.894921, 1.578127, -1.300970], [3.820256, 0.400842, -1.438540], [5.033107, 0.441403, -0.496932], [5.896333, -0.769187, -0.691826], [6.320018, -1.146637, -2.075531], [6.947486, 0.056963, -2.860536], [2.102860, 1.537429, -2.031982], [3.507297, 2.424094, -1.604480], [2.448451, 1.810615, -0.319990], [3.258459, -0.516194, -1.325847], [4.198349, 0.392714, -2.482942], [4.616167, 0.380824, 0.508867], [5.596170, 1.375698, -0.661147], [6.719956, -0.570800, -0.016260], [5.301695, -1.572415, -0.240704], [7.136519, -1.910255, -2.001694], [5.501221, -1.605587, -2.612959], [6.382084, 1.006882, -2.991898], [7.892123, 0.382140, -2.424899], [7.189497, -0.274128, -3.868765], [-0.824879, 5.968126, 4.234433], [-0.740985, 4.590712, 3.582661], [0.533925, 3.803996, 3.878149], [1.813282, 4.422910, 3.307871], [2.995980, 3.540455, 3.347240], [4.145003, 4.261109, 2.691087], [-0.153480, 6.675562, 3.774990], [-0.445790, 5.975731, 5.268205], [-1.803860, 6.415180, 4.110131], [-1.614848, 4.034133, 3.939401], [-0.896435, 4.701291, 2.482685], [0.373176, 2.835244, 3.481398], [0.669610, 3.727114, 4.949260], [1.560508, 4.677184, 2.288044], [1.941190, 5.326674, 3.906787], [3.320004, 3.242525, 4.355667], [2.843510, 2.579848, 2.841909], [4.061199, 4.424925, 1.616421], [4.257467, 5.249056, 3.155812], [5.074874, 3.748955, 2.806670], [1.851399, -4.110587, 8.705763], [0.773641, -4.937493, 8.028776], [0.958619, -4.830953, 6.433195], [0.027897, -5.674937, 5.557602], [0.211140, -5.457835, 4.080652], [-0.501380, -4.147581, 3.674444], [2.837414, -4.505881, 8.439305], [1.794992, -4.218202, 9.790626], [1.893222, -3.086517, 8.356861], [0.805569, -5.940549, 8.460931], [-0.225202, -4.580097, 8.280154], [2.009210, -5.081862, 6.241001], [0.913355, -3.775297, 6.162746], [0.195558, -6.726336, 5.846629], [-0.985099, -5.452440, 5.878133], [1.291073, -5.432909, 3.862304], [-0.122191, -6.336938, 3.514357], [-0.491065, -4.005749, 2.586062], [-1.554635, -4.214679, 3.970767], [-0.140526, -3.214522, 4.105495], [-4.496752, 0.447994, -1.817919], [-4.957972, -0.889346, -2.366708], [-5.357736, -0.837905, -3.832383], [-5.756061, -2.137532, -4.385505], [-6.221680, -2.020864, -5.871353], [-6.773712, -3.332365, -6.431803], [-5.179693, 1.265551, -1.775095], [-3.588475, 0.781106, -2.359587], [-4.098273, 0.397065, -0.783735], [-4.175238, -1.599596, -2.238170], [-5.765659, -1.253046, -1.715384], [-4.626649, -0.336007, -4.458560], [-6.194920, -0.120237, -3.936797], [-5.015224, -2.920273, -4.411894], [-6.576694, -2.488948, -3.691517], [-7.016665, -1.248205, -5.822770], [-5.354117, -1.688180, -6.476555], [-6.001992, -4.119845, -6.273071], [-7.606011, -3.610786, -5.762297], [-7.129169, -3.416038, -7.462531], [3.379526, -1.807096, 3.440316], [3.831789, -3.285013, 3.285355], [4.926175, -3.429339, 2.256571], [5.260916, -4.893919, 1.970397], [6.646032, -4.983446, 1.326124], [6.741906, -4.309780, -0.043594], [4.215936, -1.102811, 3.586047], [2.640469, -1.680979, 4.283267], [2.738455, -1.449496, 2.607243], [4.183816, -3.637184, 4.293127], [2.951335, -3.870223, 3.060301], [5.888077, -2.971924, 2.522733], [4.594026, -2.982540, 1.274102], [5.211342, -5.461594, 2.944610], [4.425318, -5.290026, 1.363774], [7.358193, -4.490759, 1.954792], [6.978527, -6.035675, 1.198024], [6.552885, -3.246086, 0.023340], [7.759664, -4.385891, -0.459980], [6.127464, -4.635408, -0.895922], [0.229311, 2.977393, -7.528129], [-0.476733, 2.777895, -6.170879], [-0.625418, 1.341016, -5.676311], [-1.460553, 1.155662, -4.381824], [-1.496487, -0.333188, -3.917287], [-0.131799, -0.979422, -3.734864], [-0.192528, 2.395642, -8.367575], [1.287429, 2.741787, -7.558077], [0.099803, 3.997227, -7.811756], [0.104488, 3.287313, -5.391734], [-1.459906, 3.257015, -6.205790], [0.379364, 0.923368, -5.590926], [-1.109206, 0.754255, -6.463711], [-1.135340, 1.671093, -3.507978], [-2.540006, 1.501742, -4.591240], [-2.056272, -0.425106, -3.024225], [-2.116453, -0.940390, -4.641266], [0.383372, -1.196760, -4.676216], [0.494705, -0.272043, -3.115742], [-0.218548, -1.929134, -3.236572], [-8.361174, 4.824335, -2.351974], [-7.078823, 4.978876, -1.562884], [-6.002739, 3.877511, -1.932908], [-4.780087, 3.978790, -0.995106], [-5.055453, 3.988442, 0.522901], [-3.695021, 3.872074, 1.256088], [-8.184093, 4.824573, -3.432243], [-9.174170, 5.535641, -2.095134], [-8.805542, 3.894916, -2.021961], [-6.611884, 5.957996, -1.791299], [-7.352812, 4.973890, -0.480164], [-5.698300, 4.098200, -2.954653], [-6.519745, 2.920068, -1.837083], [-4.078874, 3.137631, -1.245833], [-4.236380, 4.937150, -1.256602], [-5.589590, 4.839613, 0.868878], [-5.775541, 3.165598, 0.680598], [-3.183191, 2.893773, 1.069144], [-2.979897, 4.597653, 0.847494], [-3.695176, 3.896466, 2.337371]],
  "forces_ev_per_angstrom": [[-0.08, 0.19, 0.24], [-0.55, 0.18, -0.07], [-0.07, 0.36, -0.61], [0.35, 0.10, 0.01], [0.32, -0.79, 0.57], [0.28, 0.93, -0.20], [0.45, 0.03, -0.41], [-1.34, 0.33, -1.01], [-0.42, -0.24, 1.40], [1.62, 0.82, -0.49], [-0.15, -0.06, -0.31], [-0.46, -0.12, -0.19], [-0.13, 0.57, 0.20], [0.34, -0.45, -0.18], [-0.02, -0.56, 0.24], [-0.30, 0.00, 0.45], [0.33, 0.45, 0.28], [-0.27, -0.19, 0.25], [0.70, -0.50, -0.01], [0.35, -0.24, -0.12], [-0.73, 0.43, -0.12], [-0.21, 0.03, -0.29], [-0.22, -0.88, 0.36], [0.08, -0.21, 0.26], [0.04, -0.03, -0.14], [0.89, 0.18, -0.02], [-0.48, 0.36, -0.23], [-0.11, 0.96, 0.05], [-2.23, -0.08, 0.74], [1.25, -0.79, -0.12], [0.53, 0.76, -0.09], [0.39, 0.25, -0.57], [-0.72, -0.26, -0.01], [-0.29, -0.07, 0.42], [0.17, -0.22, -0.06], [0.23, -0.13, 0.61], [0.09, -1.25, -0.36], [-0.15, -0.25, 0.45], [0.30, 0.42, -0.49], [0.50, 0.24, -0.37], [-0.36, 0.32, 0.02], [-0.35, 0.11, -0.12], [-0.48, -0.04, -0.05], [0.09, -0.10, -0.11], [0.74, -0.45, 0.25], [0.58, -0.66, 0.00], [-0.14, 0.47, -1.60], [0.43, -0.40, 1.49], [0.54, -0.62, 1.53], [0.37, 0.60, -0.16], [-0.38, -0.53, -0.87], [-0.03, -0.17, -0.03], [-0.12, 0.50, -0.01], [-0.37, 0.38, 0.28], [0.14, -0.26, -0.61], [-0.07, 0.25, 0.02], [-0.07, -0.26, -0.13], [-0.32, 0.16, 0.10], [-0.03, 0.19, -0.23], [-0.41, 0.01, -0.18], [-0.19, 0.27, 0.04], [-0.43, 0.40, 0.01], [0.02, -0.01, 0.15], [0.08, -0.05, -0.09], [0.44, -0.24, 0.24], [2.18, -0.03, 0.67], [-0.61, 0.83, 0.42], [-0.17, 1.74, 0.47], [-1.83, -1.39, -0.94], [-0.38, 0.44, 0.40], [0.19, -0.89, 1.37], [-0.88, 0.29, -0.46], [-0.59, 0.09, -0.08], [-0.40, -0.39, -0.31], [0.87, -0.66, 0.07], [-0.16, -0.05, -0.44], [0.78, -0.11, 0.08], [-0.07, -0.40, 0.17], [0.74, -0.14, 0.57], [0.49, -0.10, -1.03], [0.47, -0.19, -0.67], [-0.53, 0.17, 0.30], [-0.44, 0.34, -0.27], [0.10, -0.13, -0.41], [0.22, 0.57, 0.12], [-1.33, 0.16, 0.52], [0.28, 1.50, 1.37], [-0.18, -0.44, -1.28], [-0.40, -0.27, 0.78], [-0.75, -1.42, -1.36], [0.66, 0.44, -0.84], [-0.31, -0.34, -0.05], [1.01, -0.24, -0.37], [0.78, -0.28, -0.05], [-0.16, 0.17, -0.86], [-0.16, -0.38, -0.33], [-0.46, 0.47, 0.29], [0.32, -0.12, 1.02], [0.30, 0.42, -0.87], [0.61, -0.18, -0.05], [0.49, 0.21, 0.60], [-0.24, 0.47, 0.29], [-0.03, 0.26, 0.18], [-0.10, -0.04, 0.37], [-0.34, -0.48, 0.69], [-0.58, -0.86, -0.13], [0.31, -0.10, 0.24], [-0.26, 0.02, -0.04], [-1.43, -1.22, -1.13], [-0.54, -0.40, -2.30], [0.60, 1.14, 0.19], [-0.21, 0.00, 0.53], [0.24, -0.01, 0.43], [0.14, 0.88, -0.25], [-0.13, 0.29, -0.18], [0.04, 0.00, -0.02], [0.01, -0.10, 0.28], [-0.09, -0.11, 0.03], [0.66, 1.07, 0.41], [1.51, -0.43, 0.34], [-0.45, 0.13, 1.15], [0.68, 0.53, 0.38], [-0.07, 0.31, 0.08], [-0.31, -0.96, -0.63], [-0.03, -0.34, 0.48], [-0.67, 0.07, 0.28], [0.75, 0.32, 0.09], [-1.02, 1.52, 1.53], [0.64, 0.67, -0.72], [0.75, -1.48, -0.62], [0.37, -1.32, -0.62], [-0.18, -0.08, 0.16], [0.81, 0.13, -0.25], [-0.11, -0.66, -0.42], [-0.21, -0.30, 0.31], [0.48, -0.10, -0.72], [0.00, -0.46, -0.15], [0.27, -0.17, -0.25], [-0.47, 0.73, 0.36], [-0.40, -0.94, 0.20], [-0.26, 1.07, 0.01], [0.57, -0.11, 0.47], [-0.60, 0.48, -0.24], [-0.30, 0.17, 0.29], [-0.39, 0.54, 0.28]]
}